ORCA calculation (ωB97M-V/def2-TZVPD) on an isolated molecule of C3H7NO2 in a non-equilibrium geometry.

Element x y z (Å)
C -0.44736 -0.67876 -0.14526
C -0.97979 1.05478 -0.58072
N 0.61656 -0.58286 0.77741
C 1.92541 -0.40772 0.41209
O -1.56372 -1.24932 0.32674
O 2.30530 -0.29096 -0.72807
H -1.77212 -0.07443 0.12707
H 0.35047 -0.52830 1.75010
H -0.08971 -1.00935 -1.12305
H 2.60703 -0.40544 1.28116
H -1.08878 1.69539 0.29631
H -0.06256 1.33690 -1.09577
H -1.80073 1.14006 -1.29800

Values from the calculation:
* spin multiplicity: 1
* SMILES string: C[C@H](O)NC=O
* largest force on an atom: 4.0 eV/Å
* HOMO: -9.5 eV
* ΔE to the lowest compared entry with this formula, charge and spin: 3.862 eV
* gap between HOMO and LUMO: 10.31 eV

***

ORCA calculation (ωB97M-V/def2-TZVPD) on a cluster of 10 separate species, C58H138N8O13 in total in a non-equilibrium geometry.

Element x y z (Å)
C 0.62976 -3.55420 -2.33269
C 0.76649 -5.00223 -2.66507
O 0.16966 -5.95390 -2.31314
N 2.06712 -5.33455 -3.52765
H 2.60009 -4.54687 -3.90862
H 2.70909 -5.79358 -2.91151
C 1.74867 -6.40973 -4.58623
H 1.45826 -3.27686 -1.66626
H -0.26423 -3.30749 -1.75003
H 0.83436 -3.03863 -3.26715
H 1.25911 -7.18760 -3.97689
H 2.61637 -6.76975 -5.14562
H 1.05225 -5.97482 -5.31601
C 3.64934 4.14632 2.32834
C 4.81413 4.74124 1.62467
C 5.13253 3.99933 0.30696
C 5.26519 2.51268 0.45913
N 5.52339 1.88442 -0.90230
C 4.29028 1.72195 -1.71931
C 4.57612 0.68353 -2.73381
C 5.55574 -0.29764 -2.01038
C 5.94687 0.44388 -0.70523
C 6.62893 2.59331 -1.61233
H 2.62875 4.36710 1.85615
H 3.57261 4.64303 3.28608
H 3.81908 3.09487 2.55567
H 5.68396 4.72524 2.29351
H 4.63806 5.78848 1.39551
H 6.07319 4.47789 -0.04214
H 4.24117 4.21586 -0.26895
H 4.35040 2.07292 0.86117
H 6.15661 2.36437 1.09343
H 4.19514 2.72596 -2.14484
H 3.60125 1.33991 -0.97420
H 5.01050 1.07890 -3.63909
H 3.63934 0.14736 -2.90530
H 6.42821 -0.49872 -2.63845
H 5.02265 -1.27295 -1.81674
H 7.01605 0.47233 -0.48800
H 5.29118 0.06201 0.07873
H 7.40952 2.85869 -0.86942
H 6.27581 3.52545 -2.06922
H 6.87606 1.90904 -2.44539
C -0.45961 5.16231 0.09637
C 0.20157 6.52223 0.35740
C -0.62308 7.79104 -0.04860
C 0.11579 9.06829 0.47274
N -0.35561 10.37850 -0.12003
C -0.01668 10.46053 -1.61839
C 0.11541 11.96883 -1.93666
C 0.37643 12.67489 -0.54863
C 0.51246 11.51785 0.38967
C -1.77578 10.71124 0.26312
H 0.25160 4.37915 0.39448
H -0.78680 5.09194 -0.92762
H -1.34281 5.06263 0.76298
H 1.13276 6.54931 -0.21351
H 0.41939 6.61853 1.42520
H -1.64218 7.82562 0.37990
H -0.63851 7.73021 -1.13595
H 1.18407 9.00225 0.19464
H -0.10397 9.20438 1.55218
H -0.83806 10.02540 -2.18472
H 0.97125 9.94988 -1.75230
H -0.74151 12.43406 -2.41449
H 0.93746 12.16880 -2.62141
H -0.44694 13.32112 -0.19875
H 1.26529 13.29313 -0.61810
H 0.32197 11.63376 1.45425
H 1.54319 11.12079 0.39934
H -2.47691 9.99224 -0.13624
H -1.94888 11.72169 -0.08143
H -1.86979 10.64798 1.34200
C -5.21331 4.36453 -2.50875
C -5.78587 3.64154 -1.28065
C -4.74711 2.58243 -0.79937
C -5.19275 1.58908 0.30362
N -4.13236 0.56029 0.72125
C -3.79077 -0.37406 -0.42640
C -3.45235 -1.71699 0.12695
C -4.48607 -1.82215 1.21229
C -4.61163 -0.42399 1.79558
C -2.83747 1.26974 1.11706
H -4.96932 3.75307 -3.36812
H -4.29256 4.89501 -2.28245
H -5.92771 5.03929 -2.96330
H -6.72204 3.14798 -1.59010
H -5.97550 4.39870 -0.50606
H -3.89483 3.14465 -0.36824
H -4.37577 2.00699 -1.67349
H -6.12096 1.06121 0.00452
H -5.52518 2.14238 1.19571
H -3.01074 0.06798 -1.04292
H -4.68466 -0.55050 -1.00868
H -2.45388 -1.79455 0.55725
H -3.56738 -2.53930 -0.56024
H -4.13547 -2.47381 2.03118
H -5.41110 -2.15836 0.73462
H -3.97760 -0.20683 2.67095
H -5.62890 -0.09219 1.99550
H -2.47061 1.79859 0.24683
H -2.13476 0.54613 1.51365
H -2.99856 1.95655 1.94594
C -0.82077 -5.05235 2.19463
O 0.13750 -5.56014 1.24720
C 0.93297 -6.63809 1.76750
C 0.05099 -7.89429 1.79574
N -0.58067 -8.00188 0.40981
H -0.92893 -7.08395 0.08748
H 0.06387 -8.32372 -0.34059
C -1.79410 -8.85413 0.29232
C -2.99516 -8.08418 0.71330
O -2.75984 -6.76098 0.20071
C -3.80321 -5.83255 0.60226
H -1.57142 -5.81354 2.38645
H -1.30930 -4.22154 1.72651
H -0.39891 -4.74035 3.14835
H 1.31546 -6.42841 2.77694
H 1.76147 -6.66012 1.05362
H -0.74477 -7.83692 2.53331
H 0.69031 -8.72456 1.98911
H -1.61201 -9.80100 0.79574
H -1.75770 -9.00989 -0.80546
H -3.07285 -8.04969 1.82252
H -3.96242 -8.45335 0.39214
H -3.44925 -4.89953 0.17580
H -3.86917 -5.82266 1.69222
H -4.80803 -6.11189 0.25355
C -1.02042 4.70943 -10.09251
O -0.60262 3.57313 -9.34222
C 0.76724 3.21277 -9.49495
C 1.06761 2.10603 -8.52599
N 0.16431 2.31803 -7.26780
H 0.63911 2.82544 -6.51695
H -0.44915 3.07670 -7.63913
C -0.60914 1.21046 -6.69212
C -1.23826 1.49474 -5.33736
O -0.33200 1.99803 -4.41393
C 0.18353 1.18921 -3.41375
H -2.11901 4.68878 -10.02297
H -0.69803 4.60921 -11.11282
H -0.63253 5.58073 -9.59613
H 1.39277 4.09355 -9.33225
H 0.93927 2.93410 -10.53789
H 2.14186 2.14696 -8.31753
H 0.81995 1.13506 -8.98527
H 0.08291 0.35414 -6.63900
H -1.39326 0.91136 -7.36488
H -1.66429 0.51431 -5.06947
H -2.09688 2.16372 -5.38122
H -0.48278 1.08755 -2.55105
H 1.11733 1.64925 -3.14236
H 0.49116 0.20150 -3.82522
C 4.39188 -6.03599 -0.80818
O 3.96045 -5.08885 0.12032
C 5.03023 -4.70389 0.99532
C 4.93384 -3.24657 1.35059
N 3.61326 -2.77000 1.98962
H 3.61746 -1.78951 1.78780
H 2.81629 -3.16179 1.43404
C 3.53965 -3.06487 3.46656
C 2.62183 -4.21466 3.83133
O 3.07172 -5.54161 3.52935
C 3.73367 -6.13751 4.66048
H 4.92399 -5.50628 -1.70471
H 3.52485 -6.68296 -1.16064
H 5.00295 -6.80734 -0.37048
H 5.98546 -4.76570 0.47512
H 5.05637 -5.36491 1.89503
H 4.95746 -2.68888 0.40307
H 5.74485 -2.94452 1.99168
H 3.11380 -2.19297 4.01211
H 4.53618 -3.35203 3.84283
H 1.64855 -4.01199 3.36437
H 2.55853 -4.12176 4.91891
H 4.47093 -6.81930 4.25138
H 2.99008 -6.69059 5.19948
H 4.15222 -5.43739 5.35220
C -1.55302 -1.90447 3.59684
O -2.65107 -2.73951 3.93377
C -3.03138 -2.71775 5.33359
C -4.06368 -3.80000 5.42796
N -4.73761 -4.12300 6.76670
H -4.05497 -4.36021 7.47100
H -5.28644 -3.32751 7.11100
C -5.65310 -5.33822 6.60929
C -6.80972 -5.13030 5.69410
O -6.25485 -4.86282 4.42931
C -7.07597 -5.24252 3.30432
H -0.63607 -2.12252 4.15851
H -1.64980 -0.84525 3.89750
H -1.36708 -2.04856 2.54560
H -3.40248 -1.72035 5.57972
H -2.12625 -2.82003 5.92179
H -3.63106 -4.75843 5.12931
H -4.84811 -3.52419 4.72185
H -6.02329 -5.67660 7.55596
H -5.05038 -6.11405 6.13331
H -7.53308 -4.38174 5.99075
H -7.33278 -6.07896 5.64912
H -7.54671 -6.22982 3.35427
H -6.42554 -5.12234 2.44409
H -7.88181 -4.52553 3.21472
C 0.79033 0.55862 0.55863
C 1.61422 -0.72523 0.20885
O 1.00933 -1.82316 0.13288
O 2.90012 -0.59635 0.13849
H 1.39358 1.29980 1.08702
H -0.04446 0.25029 1.15415
H 0.44916 1.02557 -0.38782
C 2.69627 1.20063 4.61333
C 1.58328 0.12435 4.72035
O 0.41495 0.52159 4.89090
O 1.99677 -1.09161 4.61334
H 2.40744 2.07985 5.16051
H 2.79469 1.52969 3.58108
H 3.72794 0.95947 4.92102

Values from the calculation:
* spin multiplicity: 1
* charge: +6
* largest force on an atom: 2.4 eV/Å
* HOMO: -16.6 eV
* gap between HOMO and LUMO: 5.99 eV

***

ORCA calculation (ωB97M-V/def2-TZVPD) on an isolated molecule of C21H24N4O4S in a non-equilibrium geometry.

Element x y z (Å)
N 0.05179 1.70813 -7.36987
C -0.37455 1.04875 -6.53909
C -0.88545 0.22010 -5.48122
H -1.96096 0.38774 -5.37779
C -0.20357 0.55691 -4.14088
N -0.62368 -0.31987 -3.07639
S -2.19506 -0.14928 -2.52889
O -2.91944 -1.37660 -2.69896
O -2.72846 1.05533 -3.09199
C -1.91167 0.11074 -0.78128
C -1.44675 1.34261 -0.36226
C -1.15090 1.53925 0.97398
C -1.32978 0.50598 1.89512
C -1.81864 -0.72400 1.45398
C -2.10317 -0.92309 0.11489
H -2.47858 -1.86568 -0.25142
H -1.94885 -1.53160 2.15853
C -1.00252 0.71174 3.31360
C 0.16444 1.38664 3.67706
C 0.47882 1.57929 5.00608
C -0.38342 1.09994 5.98506
C -1.55139 0.42824 5.64374
C -1.85319 0.23385 4.31197
H -2.76622 -0.27143 4.03742
H -2.20261 0.07192 6.42716
N -0.06124 1.30269 7.37544
O -0.83659 0.86974 8.20062
O 0.96596 1.89274 7.63342
H 1.38000 2.09338 5.30332
H 0.83628 1.74228 2.91107
H -0.79871 2.50173 1.31250
H -1.33545 2.13405 -1.08609
C -0.07004 -1.65675 -3.02042
H -0.90229 -2.36646 -2.99530
H 0.52868 -1.84206 -3.91438
C 0.81662 -1.88510 -1.78797
N 2.04759 -1.11582 -1.87080
C 1.93017 0.22418 -1.31368
H 2.69727 0.84416 -1.78587
C 2.20820 0.10653 0.20309
H 1.27255 0.07760 0.76208
H 2.78963 0.95535 0.55808
C 2.97562 -1.21699 0.34215
H 2.39241 -1.94692 0.90396
H 3.93451 -1.09230 0.84049
C 3.15284 -1.68466 -1.11576
H 4.07616 -1.26927 -1.52911
H 3.18658 -2.76826 -1.21728
H 0.95243 0.64858 -1.52973
H 1.07525 -2.94672 -1.77599
H 0.23906 -1.66308 -0.87899
H 0.88383 0.49088 -4.22906
H -0.47820 1.57357 -3.85335
H -0.71536 -0.82870 -5.74098

Values from the calculation:
* spin multiplicity: 1
* SMILES string: N#CCCN(CCN1CCCC1)S(=O)(=O)c1ccc(-c2ccc([N+](=O)[O-])cc2)cc1
* largest force on an atom: 1.3 eV/Å
* HOMO: -9.0 eV
* ΔE to the lowest compared entry with this formula, charge and spin: 5.270 eV
* gap between HOMO and LUMO: 7.98 eV

***

ORCA calculation (ωB97M-V/def2-TZVPD) on a cluster of 5 separate species, C19H43BBrO16P2 in total in a non-equilibrium geometry.

Element x y z (Å)
C -1.17161 2.47893 1.04709
C -0.85511 1.43827 -0.04157
O -0.82341 2.15626 -1.31053
C 0.51968 0.75244 0.11294
B 0.96920 0.35836 1.64108
P -0.39163 -0.48117 2.72184
O -1.65184 -1.12185 1.75423
O 0.34210 -1.88036 3.39149
P 1.82813 1.88368 2.51884
O 0.85339 2.25565 3.86396
Br 3.77478 1.11920 3.45248
H -0.33590 3.18962 1.14958
H -1.38232 2.04788 2.03561
H -2.06172 3.06832 0.75872
H -1.67647 0.71711 -0.14367
H -1.25672 2.99493 -1.18430
H 1.28598 1.41345 -0.33196
H 0.53958 -0.16849 -0.49354
H 1.86170 -0.45768 1.53490
H -1.38926 -1.92773 1.30492
H 0.94901 -2.24905 2.74744
H 0.46774 3.11161 3.74263
C 3.54495 -6.00538 -1.33854
C 3.08605 -6.56568 -0.00733
O 4.01703 -6.26404 1.03622
C 3.95992 -5.01092 1.49449
O 3.20422 -4.15941 1.12172
O 4.89783 -4.87288 2.42924
C 5.00732 -3.54315 2.94940
H 4.55597 -6.34686 -1.56854
H 2.87454 -6.32230 -2.13869
H 3.56746 -4.91600 -1.32039
H 3.03726 -7.65282 -0.06257
H 2.09037 -6.20716 0.25678
H 4.04666 -3.17419 3.30363
H 5.41191 -2.87643 2.18870
H 5.69824 -3.57836 3.78821
C -4.04665 -0.52698 4.02546
C -4.16122 -2.02620 3.86795
O -5.14861 -2.58298 4.76159
C -6.41253 -2.42032 4.39486
O -6.80613 -1.88276 3.39670
O -7.18865 -2.95961 5.34344
C -8.58192 -2.77875 5.11227
H -3.85713 -0.26323 5.06795
H -3.23208 -0.14551 3.41200
H -4.96809 -0.02245 3.72944
H -3.21450 -2.49261 4.13527
H -4.38193 -2.30531 2.83761
H -8.86690 -3.13079 4.12193
H -8.84879 -1.72863 5.23219
H -9.11196 -3.36490 5.85996
C -1.85257 2.75993 -4.26970
C -1.57567 3.83181 -5.30357
O -2.78504 4.28918 -5.93297
C -3.51881 5.12997 -5.21072
O -3.25548 5.54672 -4.11776
O -4.61432 5.42839 -5.91485
C -5.53483 6.26218 -5.21468
H -2.42741 1.94321 -4.71092
H -0.92172 2.35998 -3.86955
H -2.43745 3.15190 -3.43973
H -0.95917 3.42067 -6.10233
H -1.03152 4.67349 -4.87311
H -5.04787 7.16211 -4.84254
H -5.99003 5.71009 -4.39269
H -6.31153 6.54855 -5.92014
C 6.01501 3.28268 -2.72803
C 6.03602 2.53085 -1.41214
O 4.91571 1.65178 -1.29526
C 5.00127 0.51710 -1.98285
O 5.92573 0.16719 -2.66833
O 3.87252 -0.15825 -1.78591
C 3.78053 -1.36972 -2.52833
H 5.06186 3.79842 -2.85686
H 6.82149 4.01691 -2.76206
H 6.13255 2.60364 -3.57249
H 5.95248 3.23474 -0.58539
H 6.96787 1.97936 -1.27914
H 4.64840 -2.00503 -2.35635
H 3.67405 -1.15088 -3.59130
H 2.89004 -1.88976 -2.18344

Values from the calculation:
* spin multiplicity: 1
* charge: -1
* largest force on an atom: 2.0 eV/Å
* HOMO: -4.0 eV
* gap between HOMO and LUMO: 6.29 eV